{"formula": "C7H13N3", "method": "ωB97M-V/def2-TZVPD", "symbols": ["N", "N", "N", "C", "C", "C", "C", "C", "C", "C", "H", "H", "H", "H", "H", "H", "H", "H", "H", "H", "H", "H", "H"], "coordinates": [[-0.3815, -0.7930, -0.0551], [-1.5343, 1.2482, 0.1037], [2.8999, 0.8722, 0.0519], [6.7709, 0.2050, -0.2354], [-2.8319, -0.8544, -0.4220], [-2.5675, 2.1313, 0.4406], [0.7832, -0.2993, 0.0170], [1.7538, 0.5506, 0.0679], [-1.5807, -0.0109, -0.0874], [-2.8165, -2.2349, 0.0739], [6.7080, -0.8266, -0.4378], [-3.6378, -0.1776, 0.0335], [-2.6816, 2.7675, -0.3907], [-0.6144, -1.8500, -0.0240], [6.3886, 0.8296, -1.0388], [-3.7428, -2.5980, -0.1000], [-2.9637, -0.6665, -1.4570], [7.1860, 0.5853, 0.6697], [-3.4731, 1.5324, 0.7011], [-2.2810, 2.7446, 1.3787], [-1.9937, -2.8954, -0.3239], [-2.6342, -2.0789, 1.1487], [3.2445, 1.8190, -0.1145]], "forces_ev_per_angstrom": [[0.895, -0.437, -0.017], [3.068, -3.029, 0.470], [2.523, 1.048, -0.253], [-0.296, 0.637, -0.947], [0.478, 3.931, 0.962], [-1.007, -0.561, 2.406], [-0.877, -1.208, 0.250], [-1.634, -1.110, -0.289], [-2.931, 2.058, -0.250], [3.327, 0.657, 1.438], [0.076, -1.505, 0.076], [0.675, -1.554, -0.420], [-0.666, 1.095, -0.839], [0.989, 1.866, -0.041], [0.076, 0.420, 0.153], [-2.698, -1.979, -0.355], [-0.224, -0.417, -1.336], [0.314, 0.370, 0.723], [0.147, 1.013, -0.340], [-0.251, -0.884, -1.669], [-1.061, 0.384, 0.033], [-0.308, -0.893, -0.035], [-0.612, 0.098, 0.282]], "relative_energy_kcal_mol": 195.2, "total_charge": 2, "gap_ev": 3.28}